No. 1
{"formula": "C28H44BrIrN3P2", "method": "ωB97M-V/def2-TZVPD", "symbols": ["N", "C", "C", "C", "C", "C", "C", "Ir", "P", "C", "C", "C", "C", "C", "C", "C", "Br", "H", "H", "H", "H", "H", "H", "H", "H", "H", "H", "P", "C", "C", "H", "H", "H", "H", "H", "C", "C", "H", "H", "H", "H", "H", "C", "C", "H", "H", "H", "H", "H", "C", "C", "H", "H", "H", "H", "H", "C", "C", "H", "H", "H", "H", "H", "C", "C", "H", "H", "H", "H", "H", "N", "C", "C", "C", "N", "H", "H", "H", "H"], "coordinates": [[-6.95212, 5.47980, -5.25199], [-6.70467, 6.08565, -4.09237], [-5.90946, 5.50419, -3.09957], [-5.30219, 4.24635, -3.33824], [-5.58640, 3.62644, -4.57742], [-6.42267, 4.28414, -5.49179], [-4.41213, 3.64503, -2.35315], [-0.48901, -0.34823, 1.65112], [6.10126, -0.95233, 0.52178], [-3.48132, 2.70027, -2.64376], [-2.60254, 2.14877, -1.66034], [-1.40850, 1.48636, -2.03220], [-0.56665, 0.95616, -1.05534], [-1.01121, 1.00915, 0.26819], [-2.11619, 1.77388, 0.68522], [-2.92849, 2.31695, -0.29815], [1.89467, 0.25433, 1.23088], [-4.47509, 4.09191, -1.35212], [-3.30527, 2.40009, -3.67691], [-5.75231, 6.04605, -2.16783], [-5.18024, 2.64711, -4.83444], [-7.15397, 7.06985, -3.93988], [-6.66279, 3.81988, -6.45260], [-1.16182, 1.42696, -3.09089], [-3.83180, 2.85654, -0.01710], [0.39477, 0.49122, -1.28251], [-2.37320, 1.87310, 1.73561], [-0.46064, -2.15841, 0.45869], [5.63075, 0.81144, 0.72621], [6.74069, 1.75685, 0.24696], [5.42379, 0.95696, 1.79801], [4.69842, 0.95741, 0.16218], [6.56627, 2.76000, 0.64651], [7.73146, 1.42477, 0.58358], [6.75661, 1.82800, -0.84777], [5.36189, -1.39132, -1.10160], [6.10057, -2.55153, -1.78162], [5.42129, -0.48077, -1.71835], [4.30557, -1.63003, -0.90779], [5.81937, -2.59630, -2.83847], [7.18980, -2.42514, -1.72831], [5.84383, -3.51412, -1.32374], [5.08271, -1.87206, 1.73698], [5.87460, -2.12092, 3.02695], [4.82748, -2.82893, 1.25184], [4.16480, -1.28805, 1.90622], [5.35242, -2.85546, 3.64752], [6.87799, -2.51044, 2.81071], [5.98347, -1.19604, 3.60941], [-0.24576, -3.56845, 1.62009], [-1.41078, -4.54500, 1.74409], [-0.00770, -3.11671, 2.59582], [0.66279, -4.08442, 1.27995], [-2.30154, -4.07462, 2.17692], [-1.68665, -4.98944, 0.78075], [-1.11945, -5.36533, 2.41110], [0.79586, -2.41312, -0.82981], [0.28058, -2.48601, -2.26413], [1.31695, -3.34359, -0.55697], [1.51613, -1.59359, -0.69634], [-0.31758, -3.38983, -2.42787], [-0.32276, -1.61145, -2.53283], [1.13539, -2.52332, -2.94918], [-2.16565, -2.22025, -0.17253], [-3.09367, -1.61912, 0.87973], [-2.40045, -3.26500, -0.40708], [-2.18698, -1.64592, -1.10798], [-3.84706, -0.98552, 0.40118], [-3.60458, -2.39205, 1.46566], [-2.54399, -0.95988, 1.60560], [-1.05833, -0.69654, 4.54565], [-1.52434, -0.06146, 5.64213], [-1.69891, 1.27391, 5.29495], [-1.29196, 1.40454, 3.96637], [-0.91658, 0.17226, 3.50608], [-0.80118, -1.67638, 4.48566], [-1.69216, -0.57949, 6.56565], [-2.08481, 2.06463, 5.90815], [-1.27858, 2.27557, 3.32092]], "forces_ev_per_angstrom": [[1.0, -1.0, 0.9], [-1.4, 2.8, 0.4], [0.6, -1.1, 0.0], [0.9, -0.5, 1.3], [0.1, 0.4, 0.5], [-0.7, -1.1, -2.5], [-0.3, 0.6, -0.7], [3.0, 2.3, -1.7], [-2.9, 0.6, -0.4], [-0.5, 0.5, -0.6], [0.4, -0.2, 0.6], [-0.2, 0.2, 0.4], [-0.1, -0.1, -0.1], [-0.5, -0.3, 0.7], [-0.2, -0.3, -0.6], [0.6, -0.1, 0.4], [-1.5, -0.4, 0.6], [0.1, -0.2, -0.5], [-0.1, 0.0, 0.2], [-0.1, 0.0, -0.3], [-0.3, 0.3, -0.1], [0.1, -0.2, 0.0], [0.0, 0.1, 0.2], [0.1, 0.0, 0.2], [0.3, -0.2, 0.1], [-0.4, 0.1, -0.1], [-0.2, -0.1, -0.3], [-0.8, -2.4, -1.7], [1.0, 0.1, 0.6], [0.1, 0.3, -0.2], [0.1, 0.0, -0.3], [0.2, -0.2, 0.0], [0.1, -0.2, -0.1], [-0.3, 0.2, 0.0], [0.1, 0.0, 0.3], [1.1, 0.0, -0.4], [-0.1, -0.3, -0.2], [0.0, -0.3, 0.2], [0.2, 0.1, 0.1], [0.1, -0.1, 0.2], [-0.3, 0.0, -0.1], [0.1, 0.2, -0.1], [1.0, -0.7, 0.1], [-0.1, 0.0, 0.4], [0.0, 0.3, 0.1], [0.3, 0.0, -0.2], [0.1, 0.2, 0.0], [-0.3, 0.0, 0.1], [0.0, -0.3, -0.1], [0.3, 0.4, 0.4], [-0.3, -0.2, 0.1], [0.1, -0.3, 0.0], [-0.2, 0.2, 0.2], [0.2, -0.1, -0.1], [0.1, 0.1, 0.2], [0.0, 0.2, -0.2], [0.5, 0.2, -0.1], [-0.2, -0.1, -0.2], [-0.1, 0.3, -0.1], [-0.1, -0.3, -0.2], [0.1, 0.2, 0.0], [0.1, -0.2, 0.0], [-0.2, 0.0, 0.1], [0.5, -0.3, -0.5], [-0.4, -0.1, 0.0], [-0.2, 0.3, -0.1], [0.0, -0.1, 0.2], [0.1, 0.0, 0.3], [0.2, 0.3, 0.0], [-0.4, -0.1, 0.0], [-0.2, 0.5, 0.4], [0.2, 0.5, -1.0], [0.2, 0.0, -0.3], [-0.1, -1.4, 0.5], [-0.7, 1.2, 2.4], [0.0, 0.3, -0.1], [0.0, -0.1, 0.2], [0.0, 0.1, 0.2], [0.2, -0.2, 0.3]], "lowdin_charge": [0.29, 0.03, 0.11, -0.20, 0.10, 0.04, -0.02, 0.90, 1.22, -0.04, -0.20, 0.01, -0.11, -0.34, -0.08, 0.00, 0.32, 0.12, 0.12, 0.16, 0.15, 0.17, 0.17, 0.13, 0.12, 0.08, 0.08, 0.79, -0.38, -0.13, 0.09, 0.06, 0.09, 0.08, 0.08, -0.37, -0.13, 0.10, 0.08, 0.09, 0.08, 0.08, -0.38, -0.13, 0.09, 0.02, 0.09, 0.08, 0.08, -0.33, -0.10, 0.07, 0.10, 0.08, 0.09, 0.10, -0.38, -0.11, 0.10, 0.00, 0.10, 0.06, 0.10, -0.33, -0.11, 0.10, 0.09, 0.10, 0.10, 0.02, 0.03, 0.01, 0.01, -0.07, -0.22, 0.17, 0.15, 0.13, 0.12], "total_charge": 4, "s2": 8.791, "homo_lumo_gap_ev": [3.70, 3.80], "spin_multiplicity": 6, "relative_energy_kcal_mol": 33.5}



No. 2
{"formula": "C28H44CaCl3N4O3SeSi", "method": "ωB97M-V/def2-TZVPD", "symbols": ["C", "C", "H", "H", "H", "C", "C", "H", "H", "H", "H", "Ca", "Cl", "Cl", "C", "O", "N", "C", "C", "H", "H", "H", "H", "H", "H", "H", "H", "H", "C", "C", "N", "H", "C", "O", "H", "H", "H", "H", "O", "C", "C", "C", "H", "C", "H", "C", "H", "C", "C", "H", "H", "H", "Si", "Cl", "C", "C", "C", "H", "H", "H", "H", "H", "H", "H", "H", "H", "C", "N", "C", "Se", "N", "C", "C", "C", "C", "C", "C", "H", "H", "H", "H", "H", "H", "H", "H"], "coordinates": [[2.24330, -1.24678, -4.94024], [1.56253, 0.05654, -4.68490], [2.56502, -1.29858, -5.98557], [1.53865, -2.06435, -4.72503], [3.12531, -1.38434, -4.29356], [1.21592, 0.93052, -5.64970], [0.96260, 0.49120, -7.06001], [0.99889, 1.97981, -5.42154], [0.45622, -0.49062, -7.06969], [1.85565, 0.41040, -7.70069], [0.27810, 1.19424, -7.54650], [-0.58323, -1.54130, 1.59053], [2.11811, -0.99985, 1.17363], [-1.47672, -4.10724, 1.28824], [0.13343, 1.60148, 1.63375], [-0.82796, 0.83841, 1.91597], [0.07345, 2.93024, 1.52448], [-1.16750, 3.69009, 1.66714], [1.28713, 3.71874, 1.31415], [1.13290, 1.15574, 1.44872], [-1.98238, 3.03914, 1.99486], [-1.43374, 4.15384, 0.70506], [-1.01923, 4.49650, 2.39963], [2.11833, 3.02306, 1.14446], [1.49132, 4.33889, 2.20490], [1.16289, 4.35328, 0.42456], [-2.16233, -2.07306, -3.21169], [-2.10536, 0.87048, -3.64246], [-3.09277, -1.71338, -2.74990], [-3.02695, 0.72349, -3.06563], [-2.88302, -0.40373, -2.15085], [-3.44262, -2.43889, -2.01130], [-2.55269, -0.23123, -0.85898], [-2.56080, -1.10305, 0.04483], [-3.26450, 1.62697, -2.49216], [-2.22926, 0.80685, -0.62622], [-3.84855, -1.58499, -3.53329], [-3.82998, 0.49801, -3.77316], [-0.07176, -0.56710, -3.28322], [1.01737, 0.18588, -3.22478], [-0.27666, 2.21337, -2.27375], [0.92907, 1.64362, -2.68269], [-1.13817, 1.55329, -2.15223], [-0.36455, 3.59411, -2.06297], [1.82841, -0.29802, -2.63220], [2.10495, 2.39103, -2.60275], [-1.33946, 4.04743, -1.85503], [0.79427, 4.37478, -2.13984], [2.03846, 3.75571, -2.30925], [3.05373, 1.87422, -2.78439], [0.73475, 5.45675, -2.00682], [2.95177, 4.34270, -2.25141], [-0.06219, -4.47388, -0.54706], [-0.11477, -2.26194, -0.87895], [-1.30795, -5.73928, -1.21956], [1.30321, -4.98117, 0.70266], [1.07890, -4.57549, -2.14055], [-2.19482, -5.27552, -1.66847], [-1.67281, -6.45198, -0.46603], [-0.82234, -6.32720, -2.01044], [0.56974, -4.16947, -3.02723], [1.36773, -5.61379, -2.34145], [1.97927, -3.95893, -1.98837], [1.89164, -4.07996, 0.94988], [1.95072, -5.71989, 0.20033], [0.93657, -5.40629, 1.65228], [2.18656, 0.44713, 4.79341], [0.78138, 0.19052, 5.07667], [0.15291, -0.98686, 4.75747], [0.90965, -2.45527, 3.96294], [-1.08004, -0.91637, 5.36459], [-1.17109, 0.21475, 6.17683], [-2.03348, 0.48910, 7.23081], [-1.62168, 1.44888, 8.16370], [-0.40858, 2.14186, 8.00238], [0.41129, 1.92126, 6.88342], [0.00946, 0.92584, 5.99206], [2.79640, -0.30566, 5.31117], [2.41046, 1.44668, 5.18054], [2.38167, 0.37952, 3.71277], [-1.71724, -1.70621, 5.37531], [-2.98648, -0.03212, 7.28825], [-2.23589, 1.66774, 9.03881], [-0.10490, 2.86430, 8.76205], [1.32435, 2.48537, 6.68926]], "forces_ev_per_angstrom": [[-0.5, -0.4, -0.3], [-0.2, 1.7, 0.4], [0.0, -0.2, 0.1], [0.3, 0.1, 0.0], [-0.3, 0.2, -0.1], [0.3, -0.4, 0.4], [0.1, -0.1, -0.6], [-0.4, -0.4, 0.2], [0.3, 0.3, 0.0], [-0.1, 0.0, 0.1], [0.1, 0.0, 0.0], [0.1, 0.3, -0.9], [-0.1, 0.4, 0.2], [-0.8, 0.3, 0.8], [-0.2, -0.7, 0.1], [0.7, 0.9, -0.2], [-0.4, 0.1, 0.3], [0.1, 0.0, -0.1], [-0.1, -0.3, -0.1], [-0.3, 0.2, 0.0], [0.3, 0.0, -0.1], [0.1, -0.2, 0.2], [0.0, -0.2, -0.1], [-0.2, 0.3, 0.0], [-0.1, -0.2, -0.3], [0.1, -0.2, 0.3], [-0.1, 0.2, 0.2], [-0.1, -0.2, 0.1], [0.1, -0.2, -0.1], [0.3, 0.0, 0.0], [-0.3, -0.1, 0.8], [0.1, 0.2, 0.0], [-0.1, -0.6, 0.3], [-0.1, 1.2, -0.9], [0.0, -0.1, -0.2], [-0.4, -0.3, 0.0], [0.1, -0.2, 0.2], [-0.1, 0.1, 0.3], [-1.3, 0.5, 0.3], [1.3, -0.3, -0.2], [0.1, 0.1, -0.1], [0.1, -0.9, -0.3], [0.6, 0.4, -0.3], [0.2, -0.2, 0.0], [0.1, 0.2, 0.6], [-0.2, 0.5, 0.1], [0.3, 0.0, 0.0], [-0.1, 0.0, 0.3], [-0.1, -0.3, -0.3], [-0.3, 0.3, 0.0], [0.0, -0.2, 0.0], [-0.1, 0.0, -0.1], [1.9, -0.1, -1.4], [0.1, -1.2, -0.4], [-0.4, -0.4, 0.2], [-0.3, -0.2, 0.1], [-0.1, 0.5, 0.3], [0.1, 0.1, 0.1], [0.0, 0.3, 0.0], [0.0, 0.2, 0.2], [0.1, -0.1, 0.1], [0.1, 0.0, 0.0], [-0.2, -0.2, -0.1], [-0.1, -0.3, -0.2], [-0.1, 0.3, 0.2], [0.1, 0.1, -0.4], [0.0, 0.0, -0.1], [-0.4, -0.2, -0.2], [0.0, 0.5, 0.9], [-0.4, 0.1, 0.6], [-0.1, 0.1, -0.3], [0.1, -0.5, 0.2], [-0.1, 0.5, 0.0], [0.0, -0.1, -0.3], [0.1, 0.0, -0.5], [-0.5, 0.2, 0.1], [0.7, -0.6, 0.3], [-0.1, 0.2, -0.2], [0.1, -0.3, -0.2], [-0.1, 0.0, 0.3], [0.3, 0.3, 0.0], [0.2, 0.0, 0.3], [0.1, -0.1, -0.3], [-0.1, -0.2, -0.3], [-0.2, -0.2, 0.4]], "lowdin_charge": [-0.06, -0.26, 0.06, 0.08, 0.08, -0.16, -0.14, 0.09, 0.07, 0.06, 0.05, 0.76, -0.27, 0.06, -0.33, -0.17, -0.16, -0.03, -0.03, 0.03, 0.09, 0.08, 0.09, 0.10, 0.09, 0.07, 0.08, 0.08, -0.04, -0.07, -0.16, 0.09, -0.33, -0.20, 0.09, 0.13, 0.08, 0.08, -0.25, -0.51, -0.04, -0.14, 0.05, -0.11, 0.12, -0.04, 0.09, -0.15, -0.11, 0.12, 0.09, 0.09, -0.03, 0.31, -0.25, -0.25, -0.29, 0.02, 0.01, 0.02, 0.01, 0.01, 0.02, 0.00, 0.02, 0.00, -0.03, -0.07, -0.76, 0.62, 0.11, -0.18, -0.02, -0.09, -0.09, -0.01, -0.15, 0.09, 0.08, 0.05, 0.16, 0.11, 0.10, 0.10, 0.10], "total_charge": -1, "homo_lumo_gap_ev": 5.14, "relative_energy_kcal_mol": 89.6}



No. 3
{"formula": "C28H44CrN2O3S2Si", "method": "ωB97M-V/def2-TZVPD", "symbols": ["Cr", "C", "N", "C", "C", "C", "C", "C", "C", "C", "C", "H", "H", "H", "H", "H", "H", "H", "H", "H", "H", "H", "H", "S", "C", "N", "C", "C", "C", "C", "C", "C", "H", "H", "H", "H", "H", "C", "C", "C", "C", "O", "Si", "S", "O", "C", "C", "C", "C", "O", "C", "C", "C", "C", "H", "H", "H", "H", "H", "H", "H", "H", "H", "H", "H", "H", "H", "H", "H", "H", "H", "H", "H", "H", "H", "H", "H", "H", "H", "H", "H"], "coordinates": [[1.97274, 0.27548, -0.45828], [4.07211, -1.44298, -1.84115], [3.87224, -0.85279, -0.51111], [5.03678, -0.03592, -0.15208], [3.66639, -1.90879, 0.51125], [2.99557, -1.32192, 1.72471], [3.26539, -1.79195, 3.00350], [2.57257, -1.27168, 4.08990], [1.61874, -0.28603, 3.88445], [1.36241, 0.18100, 2.59930], [2.04114, -0.31900, 1.48603], [4.96904, -2.07544, -1.86611], [4.18940, -0.64710, -2.57860], [3.20129, -2.04163, -2.10330], [5.94950, -0.64343, -0.13845], [4.88601, 0.39268, 0.83848], [5.15623, 0.76236, -0.88391], [4.62283, -2.38932, 0.75183], [3.01567, -2.66406, 0.06324], [4.01127, -2.56605, 3.15793], [2.77841, -1.63276, 5.09027], [1.07422, 0.11968, 4.73038], [0.60566, 0.94801, 2.46740], [0.47240, 3.55138, -1.60369], [1.43292, 2.17311, -1.99754], [2.63782, 2.12687, -1.47666], [2.83915, 3.23498, -0.64881], [3.99361, 3.49518, 0.09254], [4.04092, 4.63418, 0.86774], [2.95799, 5.51929, 0.91678], [1.81184, 5.27995, 0.18739], [1.76330, 4.13202, -0.59915], [1.07810, 1.43753, -2.71060], [4.82752, 2.80811, 0.05253], [4.92677, 4.84924, 1.45133], [3.02102, 6.40405, 1.53770], [0.97172, 5.96237, 0.22592], [-1.42730, -2.57844, 2.86782], [-1.87803, -2.64532, 1.41368], [-1.05943, -3.68640, 0.65808], [-3.36688, -2.97021, 1.32238], [-1.66108, -1.32509, 0.89223], [-1.45239, -0.75446, -0.62532], [0.42375, -1.23271, -1.39955], [-2.62938, -1.44109, -1.54474], [-3.06137, -1.24751, -2.89204], [-2.22642, -0.20224, -3.62872], [-4.52213, -0.80989, -2.84104], [-2.93400, -2.59874, -3.58589], [-1.66573, 0.87188, -0.52271], [-2.64820, 1.65116, 0.19555], [-3.19187, 2.68352, -0.78557], [-1.92457, 2.33244, 1.34881], [-3.80855, 0.81265, 0.73227], [-1.57978, -3.53939, 3.36588], [-1.99696, -1.81300, 3.40042], [-0.36756, -2.31482, 2.91644], [-1.19375, -4.66665, 1.12228], [-0.00036, -3.42607, 0.67857], [-1.37962, -3.75155, -0.38520], [-3.56957, -3.95189, 1.75780], [-3.68561, -2.97074, 0.27880], [-3.95249, -2.22570, 1.86712], [-2.28138, 0.76235, -3.11857], [-2.60942, -0.08034, -4.64427], [-1.18218, -0.51509, -3.67949], [-4.61192, 0.17930, -2.38597], [-5.10589, -1.51908, -2.25123], [-4.94430, -0.76303, -3.84828], [-1.88759, -2.91194, -3.58404], [-3.28807, -2.54690, -4.61801], [-3.52075, -3.34722, -3.04920], [-2.37859, 3.27668, -1.20163], [-3.89112, 3.35495, -0.28344], [-3.71753, 2.18837, -1.60700], [-1.09296, 2.93460, 0.97122], [-1.53390, 1.57462, 2.03017], [-2.60513, 2.98350, 1.90139], [-4.27618, 0.23318, -0.06659], [-4.56285, 1.47379, 1.16567], [-3.46174, 0.12590, 1.50081]], "forces_ev_per_angstrom": [[0.1, -0.4, 0.4], [0.0, 0.0, 0.1], [0.2, -0.1, 0.0], [-0.1, 0.0, 0.0], [0.0, 0.1, -0.1], [-0.1, 0.0, 0.0], [0.0, 0.0, 0.0], [0.0, 0.0, 0.0], [0.0, 0.0, 0.0], [0.0, 0.0, -0.1], [0.1, 0.1, 0.2], [0.0, 0.0, 0.0], [0.0, 0.0, 0.0], [0.0, 0.0, 0.0], [0.0, 0.0, 0.0], [0.0, 0.0, 0.0], [0.0, 0.0, 0.0], [0.0, 0.0, 0.0], [0.0, 0.0, 0.0], [0.0, 0.0, 0.0], [0.0, 0.0, 0.0], [0.0, 0.0, 0.0], [0.0, 0.0, 0.0], [0.1, 0.0, 0.0], [0.0, 0.3, -0.2], [-0.2, 0.0, 0.0], [0.0, 0.1, 0.0], [0.0, 0.0, 0.0], [0.0, 0.0, 0.0], [0.0, 0.0, 0.0], [-0.1, 0.1, 0.0], [0.0, -0.2, -0.1], [-0.1, 0.0, 0.0], [0.0, 0.0, 0.0], [0.0, 0.0, 0.0], [0.0, 0.0, 0.0], [0.0, 0.0, 0.0], [0.0, 0.0, 0.0], [0.0, 0.0, 0.1], [0.0, 0.0, 0.0], [0.0, 0.0, 0.0], [-0.1, -0.1, 0.0], [0.0, -0.2, 0.1], [-0.1, 0.1, -0.3], [-0.1, 0.1, 0.1], [0.0, -0.1, -0.1], [0.0, 0.0, 0.0], [0.0, 0.0, 0.0], [0.0, 0.0, 0.0], [-0.1, 0.2, 0.1], [0.0, 0.0, -0.1], [0.0, 0.0, -0.1], [0.1, 0.0, 0.0], [0.1, 0.0, 0.0], [0.0, 0.0, 0.0], [0.0, 0.0, 0.0], [-0.1, 0.0, 0.0], [0.0, 0.0, 0.0], [0.0, 0.0, 0.0], [0.0, 0.0, 0.0], [0.0, 0.0, 0.0], [0.0, 0.0, 0.0], [0.0, 0.0, 0.0], [0.0, 0.0, 0.0], [0.0, 0.0, 0.0], [0.0, 0.0, 0.0], [0.0, -0.1, 0.0], [0.0, 0.0, 0.0], [0.0, 0.0, 0.0], [0.0, 0.0, 0.0], [0.0, 0.0, 0.0], [0.0, 0.0, 0.0], [0.0, 0.0, 0.0], [0.0, 0.0, 0.0], [0.0, 0.0, 0.1], [0.0, -0.1, 0.0], [0.0, 0.0, 0.0], [0.0, 0.0, 0.0], [0.0, 0.0, 0.0], [0.0, 0.0, 0.0], [0.0, 0.0, 0.0]], "lowdin_charge": [0.44, -0.08, -0.35, -0.08, -0.16, -0.26, -0.05, -0.10, -0.11, -0.11, -0.18, 0.10, 0.09, 0.06, 0.10, 0.10, 0.08, 0.13, 0.12, 0.11, 0.10, 0.10, 0.08, 1.10, -0.48, -0.04, -0.30, -0.01, -0.07, -0.08, -0.08, -0.45, 0.07, 0.10, 0.11, 0.11, 0.11, -0.02, -0.63, -0.05, -0.03, -0.15, -0.14, 0.43, -0.16, -0.65, -0.05, -0.03, -0.03, -0.16, -0.62, -0.03, -0.02, -0.03, 0.09, 0.09, 0.08, 0.09, 0.07, 0.08, 0.09, 0.08, 0.08, 0.07, 0.09, 0.05, 0.07, 0.09, 0.09, 0.09, 0.09, 0.09, 0.04, 0.09, 0.07, 0.07, 0.08, 0.09, 0.08, 0.09, 0.07], "s2": 6.056, "homo_lumo_gap_ev": [7.15, 7.80], "spin_multiplicity": 5, "relative_energy_kcal_mol": 23.7}